8 unconnected molecules or ions with the total composition C4H23NO9 in a non-equilibrium geometry, computed with ωB97M-V/def2-TZVPD.

```
37
Properties=species:S:1:pos:R:3:forces:R:3
O 0.010 0.127 -2.938 -0.18 0.35 0.28
C 0.599 -0.763 -2.381 -1.22 0.13 -0.12
C 0.393 -1.148 -0.875 0.81 -0.09 -0.87
C 0.160 -2.653 -0.945 2.80 -1.07 1.32
N -0.618 -0.450 -0.072 -1.02 1.02 -0.54
C -1.005 -1.170 1.127 0.54 -1.01 1.93
O -1.564 -0.396 2.144 -0.11 2.61 -0.16
H 1.193 -1.444 -3.070 0.06 0.24 1.33
H 1.401 -0.866 -0.489 -0.83 -0.71 0.30
H -0.440 -3.136 -0.209 -0.81 0.36 0.75
H -0.187 -3.007 -1.866 -0.55 -0.30 -1.59
H 1.138 -3.176 -0.746 -0.67 0.46 -0.56
H -1.490 -0.221 -0.594 0.99 -0.57 0.04
H -1.798 -1.929 1.052 0.46 -0.28 -0.99
H -0.116 -1.655 1.632 -0.44 0.27 -1.20
H -1.534 0.613 1.999 -0.25 -2.03 0.60
H -3.198 -2.096 -2.433 0.01 -0.67 -0.23
H -2.333 -1.002 -3.133 0.14 -0.22 -0.20
O -2.977 -1.174 -2.444 -0.03 0.99 0.50
H 4.094 -0.795 1.975 0.07 -0.24 -0.34
H 3.139 0.377 1.768 0.40 -0.78 -0.51
O 3.528 -0.430 1.286 -0.37 0.57 0.78
H 2.247 1.615 3.377 0.19 0.16 -1.33
H 1.830 1.921 1.828 0.60 -0.27 1.35
O 2.594 1.679 2.455 -0.78 0.39 0.54
H -3.420 2.593 -1.561 -0.35 0.12 0.71
H -2.546 1.725 -0.777 0.28 -0.39 0.30
O -3.287 2.315 -0.633 0.11 0.22 -1.03
H 0.038 1.343 0.817 0.39 -0.29 -0.40
H 0.815 2.509 0.147 -0.40 -0.32 0.62
O 0.487 2.191 1.017 -0.11 0.37 -1.04
H 3.519 1.356 -1.316 0.57 0.22 0.85
H 3.096 0.017 -0.466 1.13 0.27 1.39
O 3.078 0.521 -1.266 -1.42 -0.36 -2.31
H -3.063 2.091 1.866 0.07 0.10 0.01
H -1.607 2.331 1.483 0.09 0.79 -0.13
O -2.177 2.188 2.243 -0.17 -0.05 -0.05
```
Positions in Å, forces in eV/Å.

Values from the calculation:
SMILES: C[C@@H](C=O)NCO.O.O.O.O.O.O.O
Energy relative to the best compared isomer or geometry (same formula, charge and spin), kcal per mole: 86.5
Kohn-Sham gap, eV: 9.8960

13 unconnected molecules or ions with the total composition C4H24BO20 in a non-equilibrium geometry, computed with ωB97M-V/def2-TZVPD.

```
49
Properties=species:S:1:pos:R:3:forces:R:3
O -22.860 2.793 -2.947 -0.51 -0.08 0.56
C -22.124 2.468 -2.058 -0.55 -1.09 0.31
O -22.404 1.679 -1.020 -0.01 0.06 -0.10
B -21.149 1.306 -0.306 0.33 1.37 0.58
O -20.109 2.132 -0.987 -0.63 0.23 -0.76
C -20.670 2.815 -1.989 1.84 0.66 0.85
O -20.120 3.654 -2.663 -0.50 -0.80 0.24
O -20.825 -0.096 -0.410 0.31 -1.39 0.07
C -20.561 -0.615 0.756 -0.23 -1.98 1.86
O -20.228 -1.777 1.032 -0.72 2.28 -1.02
C -20.803 0.467 1.874 0.94 1.62 1.46
O -21.127 1.585 1.164 -0.08 -1.32 0.85
O -20.575 0.401 3.104 -0.90 -0.05 -4.48
O -20.186 -4.148 3.367 -0.04 -0.15 0.30
H -20.420 -3.609 2.612 -0.16 0.35 -0.25
H -19.365 -4.572 3.114 0.17 -0.13 -0.04
O -24.088 0.098 1.472 0.04 -0.36 -0.08
H -23.944 0.768 2.140 0.10 0.23 0.37
H -24.051 0.574 0.642 0.02 0.19 -0.30
O -19.306 5.168 -0.060 0.13 0.05 0.45
H -19.199 4.706 -0.892 0.06 -0.02 -0.35
H -20.194 5.522 -0.095 -0.19 0.11 0.01
O -25.861 3.803 -1.933 -0.25 0.25 0.10
H -25.027 3.629 -2.369 0.37 -0.09 -0.21
H -26.168 2.942 -1.649 -0.05 -0.19 0.07
O -22.249 -1.028 5.092 -0.32 -0.03 0.25
H -21.471 -0.666 4.669 0.22 0.20 -0.38
H -21.917 -1.746 5.631 0.04 -0.23 0.08
O -17.565 -1.902 1.834 0.61 0.21 0.19
H -18.501 -1.756 1.699 -0.40 -0.06 -0.01
H -17.483 -2.849 1.948 0.05 -0.17 -0.04
O -22.370 3.848 -5.393 0.00 0.27 -0.69
H -21.770 3.343 -5.942 0.14 -0.01 -0.18
H -22.418 3.356 -4.574 -0.09 -0.02 0.51
O -17.163 1.531 3.336 0.27 0.10 0.24
H -17.623 2.159 2.780 -0.16 0.21 -0.16
H -17.777 0.803 3.434 -0.18 -0.30 -0.09
O -19.999 1.426 5.750 -0.06 -0.12 0.33
H -19.424 2.178 5.889 0.14 0.28 -0.07
H -19.405 0.677 5.695 0.15 -0.22 -0.07
O -17.767 5.106 -2.930 0.46 0.44 -0.15
H -17.482 4.399 -2.350 0.06 -0.18 0.07
H -18.632 4.833 -3.234 -0.23 -0.17 -0.03
O -19.035 -3.329 -1.029 0.21 -0.58 -0.39
H -19.564 -2.990 -0.307 -0.26 0.32 0.26
H -18.609 -2.555 -1.398 0.11 0.18 -0.02
O -22.303 2.348 4.501 -0.63 0.48 -0.34
H -22.674 2.323 5.383 -0.04 -0.10 0.16
H -21.547 1.763 4.542 0.41 -0.20 0.03
```
Positions in Å, forces in eV/Å.

Values from the calculation:
Charge: -1
Energy relative to the best compared isomer or geometry (same formula, charge and spin), kcal per mole: 27.2
Kohn-Sham gap, eV: 10.2385

A molecular structure, C4H24CdF12N2O20S4 in a non-equilibrium geometry, computed with ωB97M-V/def2-TZVPD.

```
67
Properties=species:S:1:pos:R:3:forces:R:3
Cd -20.540 -9.602 -10.988 -0.09 0.21 0.36
C -18.106 -6.319 -10.989 -0.14 -0.06 -0.57
F -17.328 -6.886 -11.915 -0.03 0.07 0.21
F -17.817 -6.835 -9.808 0.15 -0.20 0.36
F -17.885 -5.024 -10.973 0.12 0.23 0.05
S -19.902 -6.613 -11.461 0.52 -1.88 0.50
O -20.524 -5.366 -11.446 -0.92 1.73 0.00
O -19.870 -7.393 -12.656 0.31 -0.59 -0.02
N -20.481 -7.631 -10.249 0.80 2.08 -0.31
S -21.052 -6.778 -8.988 -1.00 0.11 0.38
O -20.305 -5.606 -8.698 0.68 0.12 0.02
O -22.475 -6.678 -9.036 -0.19 -0.47 -0.06
C -20.721 -7.923 -7.587 0.01 -0.03 0.15
F -21.177 -7.363 -6.480 0.10 0.10 0.01
F -21.366 -9.083 -7.758 -0.01 -0.32 -0.15
F -19.423 -8.191 -7.451 0.07 0.02 -0.07
C -23.712 -10.416 -13.826 0.65 -0.87 0.47
F -23.445 -11.698 -14.096 -0.39 0.54 0.05
F -24.356 -9.860 -14.844 -0.13 -0.18 0.34
F -24.427 -10.350 -12.701 0.01 0.03 -0.63
S -22.131 -9.451 -13.588 0.02 0.82 0.52
O -21.728 -9.041 -14.877 0.32 -0.28 -0.70
O -22.492 -8.440 -12.637 -0.08 -0.43 0.58
N -20.979 -10.426 -12.844 -1.65 -0.74 -2.18
S -20.135 -11.240 -13.977 2.51 1.97 0.94
O -20.907 -11.826 -14.977 -1.53 -1.24 -1.35
O -18.980 -10.475 -14.359 -0.03 -0.03 0.17
C -19.343 -12.591 -13.046 0.10 -0.33 -0.29
F -20.198 -13.505 -12.631 -0.13 -0.06 0.37
F -18.491 -13.157 -13.906 -0.03 -0.04 0.19
F -18.640 -12.116 -12.010 -0.18 -0.09 0.09
O -26.747 -12.296 -12.019 0.03 0.04 0.03
H -26.978 -11.846 -12.837 -0.02 -0.01 -0.02
H -27.434 -12.034 -11.398 -0.02 -0.03 0.00
O -21.479 -16.658 -11.705 -0.05 0.14 0.17
H -20.568 -16.419 -11.904 0.02 -0.16 -0.16
H -21.996 -15.966 -12.128 -0.04 -0.02 -0.02
O -18.331 -9.564 -11.023 0.88 -0.18 0.45
H -17.843 -9.650 -10.193 0.08 0.08 -0.05
H -17.686 -9.697 -11.731 -0.21 0.07 -0.21
O -25.912 -7.183 -14.478 -0.04 0.02 0.08
H -25.438 -8.018 -14.511 0.02 0.04 -0.06
H -25.295 -6.566 -14.073 0.01 0.01 -0.01
O -16.339 -8.464 -14.441 -0.03 -0.05 0.11
H -15.872 -8.456 -15.282 -0.03 -0.01 -0.03
H -17.264 -8.336 -14.683 -0.02 -0.04 0.00
O -22.078 -12.943 -17.573 0.02 -0.07 0.02
H -22.329 -13.868 -17.643 -0.02 0.00 -0.02
H -21.557 -12.880 -16.765 -0.04 0.11 0.00
O -15.567 -12.218 -10.521 -0.34 0.21 -0.04
H -15.857 -12.100 -11.432 0.23 -0.05 -0.09
H -14.744 -11.727 -10.443 0.05 -0.05 0.00
O -16.900 -16.041 -13.113 0.10 -0.04 -0.14
H -16.226 -15.812 -13.760 0.02 -0.02 0.00
H -17.659 -15.499 -13.340 -0.03 0.00 0.09
O -20.007 -16.132 -14.244 0.10 0.26 -0.10
H -19.370 -15.714 -14.833 0.00 -0.10 -0.08
H -20.750 -16.350 -14.817 -0.05 -0.11 0.09
O -17.070 -10.727 -16.833 0.02 -0.02 0.00
H -16.339 -10.979 -16.261 0.00 0.00 0.02
H -17.838 -10.727 -16.249 -0.01 0.07 0.04
O -22.604 -9.916 -10.194 -0.64 -0.20 0.25
H -23.030 -10.474 -9.535 0.07 -0.02 0.04
H -23.162 -9.128 -10.296 0.15 0.03 -0.06
O -17.593 -14.454 -10.421 -0.08 0.14 0.02
H -18.444 -14.253 -10.817 -0.08 -0.09 0.09
H -17.144 -13.603 -10.349 0.16 -0.13 0.14
```
Positions in Å, forces in eV/Å.

Values from the calculation:
Energy relative to the best compared isomer or geometry (same formula, charge and spin), kcal per mole: 0.0
Kohn-Sham gap, eV: 9.8257

A molecular structure, C4H24CdF12N2O20S4 in a non-equilibrium geometry, computed with ωB97M-V/def2-TZVPD.

```
67
Properties=species:S:1:pos:R:3:forces:R:3
Cd 0.464 -0.094 -1.959 0.28 -1.06 -0.04
C 1.022 0.379 -6.235 -0.40 -0.16 -0.01
F 1.053 -0.868 -5.732 0.11 0.68 -0.18
F 2.244 0.716 -6.676 -0.99 -0.09 0.72
F 0.167 0.435 -7.247 0.66 0.02 0.67
S 0.423 1.635 -4.826 3.16 2.69 -0.52
O 1.669 2.243 -4.256 -2.91 -2.46 -0.64
O -0.421 2.576 -5.553 0.62 -1.65 1.64
N -0.377 0.628 -3.592 0.55 2.32 -4.34
S -1.884 0.483 -4.131 -3.77 -1.29 -4.04
O -2.020 0.379 -5.619 1.07 0.63 3.66
O -2.568 -0.584 -3.449 1.09 0.78 1.02
C -2.726 2.198 -3.651 0.92 -1.54 0.81
F -3.232 2.736 -4.746 0.48 0.16 1.25
F -3.684 1.872 -2.763 0.29 0.64 -0.77
F -1.800 2.948 -2.982 -1.32 -0.31 -1.35
C -2.843 -1.054 0.515 2.12 0.22 -0.67
F -2.170 -2.261 0.513 -1.81 1.90 0.31
F -3.461 -0.901 -0.661 0.33 -0.31 1.24
F -3.659 -0.851 1.534 0.48 -0.83 -0.76
S -1.482 0.412 0.617 -2.63 1.44 -0.61
O -1.987 1.441 -0.347 2.18 -2.98 1.25
O -1.433 0.853 2.003 0.55 -0.69 -2.06
N -0.028 -0.466 -0.036 -3.33 1.48 2.50
S 0.645 -1.116 1.232 2.33 -3.76 4.89
O -0.225 -1.486 2.384 1.44 1.23 -3.37
O 1.602 -2.165 0.843 -1.63 2.50 -0.38
C 1.749 0.277 2.002 1.66 -1.64 -1.01
F 2.954 0.333 1.289 -1.29 -0.42 0.85
F 1.273 1.489 1.937 -0.70 0.65 0.20
F 2.003 -0.091 3.249 -0.19 0.50 -0.68
O -2.569 -2.008 4.448 -0.26 0.38 0.55
H -2.995 -1.583 3.704 0.03 0.14 -0.11
H -2.576 -2.939 4.229 0.42 -0.09 -0.11
O 1.385 1.725 -1.359 0.66 0.74 0.25
H 2.331 1.874 -1.375 0.58 0.42 0.03
H 1.038 2.448 -0.837 -0.33 0.25 0.18
O 2.752 1.067 5.988 0.16 0.13 0.05
H 2.381 0.185 6.031 -0.18 -0.40 0.11
H 1.991 1.646 5.954 -0.19 0.22 -0.03
O -4.248 3.129 1.821 -0.22 -0.35 0.13
H -4.483 4.042 1.656 -0.04 0.23 -0.17
H -3.326 3.162 2.076 0.22 -0.03 0.05
O -2.338 4.223 -0.427 -0.02 0.60 -0.08
H -2.477 3.289 -0.583 -0.11 -0.24 0.04
H -1.641 4.256 0.228 0.13 0.03 0.14
O 3.983 -2.240 3.413 -0.37 -0.80 -0.46
H 4.336 -1.374 3.619 0.13 0.59 0.35
H 4.520 -2.846 3.924 0.08 -0.20 0.04
O -2.284 -4.311 2.945 -0.02 -0.15 0.08
H -3.240 -4.339 2.977 -0.36 -0.21 -0.08
H -2.062 -4.686 2.093 0.19 -0.08 -0.21
O 3.964 2.620 -0.277 -0.28 0.06 -0.43
H 4.298 1.736 -0.435 0.33 -0.28 0.07
H 4.326 2.864 0.574 0.01 0.13 0.24
O 2.384 -4.799 1.201 0.21 -0.60 -0.29
H 2.015 -4.004 0.817 -0.07 0.35 0.06
H 1.923 -4.899 2.034 -0.02 0.05 0.23
O 4.719 0.139 4.359 0.79 -0.01 -0.41
H 4.015 0.611 4.803 -0.56 0.35 0.52
H 5.034 0.749 3.693 0.23 0.12 -0.14
O 3.600 -2.982 -1.329 -0.10 0.34 -0.41
H 4.068 -2.770 -0.522 0.04 0.01 0.36
H 3.510 -3.935 -1.312 -0.03 -0.31 0.06
O -5.287 -0.927 -2.913 -0.42 -0.23 -0.11
H -5.573 -0.037 -2.707 -0.08 0.23 0.03
H -4.742 -1.183 -2.169 0.08 -0.04 -0.10
```
Positions in Å, forces in eV/Å.

Values from the calculation:
Energy relative to the best compared isomer or geometry (same formula, charge and spin), kcal per mole: 75.8
Kohn-Sham gap, eV: 8.7776

8 unconnected molecules or ions with the total composition C4H24N2O8 in a non-equilibrium geometry, computed with ωB97M-V/def2-TZVPD.

```
38
Properties=species:S:1:pos:R:3:forces:R:3
N -0.116 1.608 -1.126 0.03 0.28 -1.05
C 0.281 -0.776 -3.372 -0.99 1.16 0.61
C 0.495 -0.671 -1.835 1.74 -1.35 -1.27
C 0.999 0.698 -1.359 -0.68 -0.63 2.02
C 1.692 0.426 -0.031 2.24 1.25 1.74
N 2.953 -0.109 -0.057 -0.53 0.12 -0.84
O 1.313 0.877 1.057 -0.91 -0.81 -0.45
H -0.058 2.057 -0.225 0.04 0.04 0.17
H -1.004 1.124 -1.222 0.27 0.06 0.16
H -0.713 -1.137 -3.659 0.23 -0.17 0.19
H 1.034 -1.348 -3.899 0.18 -0.05 0.08
H 0.296 0.265 -3.698 0.11 -0.12 -0.61
H -0.325 -1.066 -1.234 -0.28 0.62 -0.02
H 1.298 -1.386 -1.601 -0.17 0.14 -0.01
H 1.865 1.164 -1.858 -0.74 -0.20 -1.01
H 3.517 -0.047 -0.882 -0.10 -0.35 -0.33
H 3.461 -0.259 0.796 -0.30 0.12 0.22
H -0.321 -4.947 1.928 -0.21 -0.72 -0.53
H -0.690 -3.506 2.180 -0.66 0.48 -0.09
O -0.098 -4.195 2.458 0.63 0.22 0.80
H -2.277 -1.256 1.601 0.78 -0.07 0.23
H -2.953 -0.745 0.485 -0.33 0.31 -0.81
O -2.116 -1.178 0.649 -0.20 -0.39 0.44
H -2.479 1.321 1.432 0.10 0.03 0.58
H -3.096 1.151 2.884 0.41 0.20 -0.11
O -3.206 0.958 1.951 -0.65 -0.08 -0.34
H 0.003 -0.304 1.979 0.02 0.37 0.58
H 0.273 -0.054 3.492 -0.30 -0.33 -0.62
O -0.362 -0.457 2.871 0.15 0.03 0.19
H 1.247 3.015 1.764 -0.72 0.09 0.24
H -0.141 2.546 2.170 -0.04 -0.44 0.09
O 0.370 3.342 2.046 0.69 0.37 -0.26
H -0.823 3.168 -2.565 -0.60 0.31 -0.43
H -2.143 3.987 -2.751 0.18 -0.07 0.06
O -1.397 3.615 -3.233 0.48 -0.35 0.44
H 0.691 -2.018 0.792 0.68 0.03 -0.91
H 1.127 -3.186 1.434 0.88 -0.62 -0.47
O 1.403 -2.677 0.639 -1.42 0.53 1.28
```
Positions in Å, forces in eV/Å.

Values from the calculation:
SMILES: CC[C@@H](N)C(N)=O.O.O.O.O.O.O.O
Energy relative to the best compared isomer or geometry (same formula, charge and spin), kcal per mole: 36.9
Kohn-Sham gap, eV: 10.1907